#A
{"formula": "C3H8N3O", "method": "ωB97M-V with the def2-TZVPD basis set", "symbols": ["O", "N", "N", "N", "C", "C", "C", "H", "H", "H", "H", "H", "H", "H", "H"], "xyz": [[-1.009, -2.442, 0.977], [-0.145, 0.162, -0.138], [-1.457, -1.924, -0.102], [1.700, 1.540, -0.497], [0.608, 0.896, -0.891], [0.044, 0.231, 1.258], [-0.895, -0.845, -0.742], [0.248, 1.084, -1.888], [-1.424, -0.581, -1.626], [-0.872, 0.045, 1.743], [-2.083, -2.482, -0.680], [2.182, 1.185, 0.359], [0.823, -0.534, 1.609], [0.186, 1.316, 1.534], [2.093, 2.349, -0.916]], "nbo_charge": [-0.44, -0.34, -0.01, -0.71, 0.41, -0.46, 0.08, 0.22, 0.21, 0.26, 0.40, 0.43, 0.26, 0.24, 0.45], "homo_ev": [-12.895, -12.899], "orbital_gap_ev": [8.3, 8.3], "spin_multiplicity": 1, "total_charge": 1, "e_lumo_ev": [-4.565, -4.566]}

***

#B
{"formula": "C3H8N3O", "method": "ωB97M-V with the def2-TZVPD basis set", "symbols": ["O", "N", "N", "N", "C", "C", "C", "H", "H", "H", "H", "H", "H", "H", "H"], "xyz": [[-1.678, 1.252, 0.231], [-2.997, -0.555, -0.139], [1.351, 0.687, 0.380], [-0.739, -0.757, 0.481], [2.177, 0.434, -0.720], [-1.841, -0.068, 0.218], [2.424, -0.137, 0.630], [1.738, 0.121, -1.687], [-3.208, -1.481, -0.268], [1.867, -1.053, 0.799], [-0.745, 1.479, 0.253], [3.223, 0.324, 1.093], [2.763, 1.302, -1.025], [-0.671, -1.687, 0.120], [-3.665, 0.139, -0.366]], "nbo_charge": [-0.62, -0.72, -0.05, -0.53, -0.36, 0.74, -0.30, 0.26, 0.43, 0.27, 0.53, 0.27, 0.27, 0.38, 0.43], "homo_ev": [-15.206, -14.098], "orbital_gap_ev": [9.5, 6.5], "spin_multiplicity": 1, "total_charge": 1, "e_lumo_ev": [-5.741, -7.588]}

***

#C
{"formula": "C3H8N3O", "method": "ωB97M-V with the def2-TZVPD basis set", "symbols": ["O", "N", "N", "N", "C", "C", "C", "H", "H", "H", "H", "H", "H", "H", "H"], "xyz": [[-0.583, -1.199, -0.669], [-2.916, -0.593, 0.389], [0.291, 0.980, -0.521], [-2.259, 0.406, 0.329], [1.050, 0.168, 0.389], [-0.873, 0.126, -0.923], [0.770, -1.267, -0.140], [0.938, 1.124, -1.338], [-3.587, -0.628, 1.185], [0.647, 0.266, 1.364], [-1.384, 0.525, -1.854], [0.049, 1.931, -0.184], [0.556, -1.985, 0.672], [1.523, -1.805, -0.831], [2.171, 0.572, 0.357]], "nbo_charge": [-0.46, -0.29, -0.54, -0.10, -0.27, 0.28, -0.12, 0.45, 0.38, 0.25, 0.23, 0.47, 0.24, 0.23, 0.26], "homo_ev": -12.609, "orbital_gap_ev": 8.9, "spin_multiplicity": 1, "total_charge": 1, "e_lumo_ev": -3.693}

***

Ranked by calculated energy, most stable first: #A, #C, #B.

***

#A
{"formula": "C7H10O2S", "method": "ωB97M-V with the def2-TZVPD basis set", "symbols": ["S", "O", "O", "C", "C", "C", "C", "C", "C", "C", "H", "H", "H", "H", "H", "H", "H", "H", "H", "H"], "xyz": [[1.457, 0.797, 0.361], [1.599, 0.556, 1.765], [2.539, 0.815, -0.553], [-0.921, 2.010, -0.086], [0.451, 2.441, 0.291], [0.140, -1.645, -0.176], [0.032, -0.202, -0.126], [-1.178, -2.317, -0.467], [1.299, -2.165, 0.178], [-1.029, 0.588, -0.184], [-1.579, -1.986, -1.456], [-1.382, 2.496, -1.034], [-1.562, 2.409, 0.796], [-2.022, 0.195, -0.431], [2.034, -1.400, 0.581], [-2.063, -2.150, 0.217], [0.640, 2.912, 1.322], [-0.870, -3.363, -0.671], [1.571, -3.200, 0.170], [0.844, 3.211, -0.499]], "nbo_charge": [2.14, -0.94, -0.92, -0.47, -0.63, -0.05, -0.28, -0.65, -0.33, -0.15, 0.22, 0.24, 0.23, 0.22, 0.21, 0.24, 0.25, 0.23, 0.21, 0.24], "homo_ev": -9.164, "orbital_gap_ev": 9.8, "spin_multiplicity": 1, "total_charge": 0, "e_lumo_ev": 0.587}

***

#B
{"formula": "C7H10O2S", "method": "ωB97M-V with the def2-TZVPD basis set", "symbols": ["S", "O", "O", "C", "C", "C", "C", "C", "C", "C", "H", "H", "H", "H", "H", "H", "H", "H", "H", "H"], "xyz": [[-0.900, 1.814, -1.779], [-3.525, -0.404, 0.086], [-3.052, 1.521, 1.194], [-0.254, -0.723, 1.260], [-0.281, 0.462, -1.042], [0.495, 0.163, 0.271], [-1.794, 0.636, -2.700], [-3.267, 0.609, 0.535], [-1.070, -0.466, -1.879], [0.974, 1.358, 1.000], [0.223, 1.769, 1.527], [1.533, 0.889, 1.821], [-1.675, 0.765, -3.765], [-0.598, -0.961, -2.789], [1.269, -0.537, -0.189], [-0.738, -1.572, 0.822], [-1.724, -1.141, -1.245], [-1.088, -0.141, 1.684], [1.611, 2.111, 0.577], [0.444, -1.132, 2.013]], "nbo_charge": [0.57, -0.51, -0.52, -0.60, -0.22, -0.25, -0.57, 1.03, -0.54, -0.61, 0.21, 0.21, 0.20, 0.27, 0.22, 0.21, 0.26, 0.20, 0.22, 0.22], "homo_ev": [-7.392, -7.348], "orbital_gap_ev": [7.6, 7.5], "spin_multiplicity": 1, "total_charge": 0, "e_lumo_ev": [0.161, 0.142]}

***

Ranked by calculated energy, most stable first: #A, #B.

***

#A
{"formula": "C3N2O2", "method": "ωB97M-V with the def2-TZVPD basis set", "symbols": ["O", "O", "N", "N", "C", "C", "C"], "xyz": [[-2.589, -0.945, 0.015], [1.783, -1.913, 0.364], [1.395, 1.767, 0.098], [-1.654, -0.242, 0.005], [0.405, 1.182, 0.034], [1.432, -1.303, -0.518], [-0.771, 0.517, -0.019]], "nbo_charge": [-0.31, -0.49, -0.22, 0.30, 0.18, 0.49, 0.05], "homo_ev": -10.893, "orbital_gap_ev": 10.7, "spin_multiplicity": 1, "total_charge": 0, "e_lumo_ev": -0.197}

***

#B
{"formula": "C3N2O2", "method": "ωB97M-V with the def2-TZVPD basis set", "symbols": ["O", "O", "N", "N", "C", "C", "C"], "xyz": [[-0.335, 1.293, 0.064], [1.985, 1.178, -0.035], [0.819, -1.919, 0.064], [-2.316, -0.348, -0.007], [-1.156, -0.126, -0.018], [0.870, 0.908, 0.011], [0.133, -0.986, -0.080]], "nbo_charge": [-0.47, -0.34, -0.14, -0.34, 0.23, 1.04, 0.03], "homo_ev": -10.255, "orbital_gap_ev": 7.3, "spin_multiplicity": 1, "total_charge": 0, "e_lumo_ev": -2.933}

***

Ranked by calculated energy, most stable first: #A, #B.

***

#A
{"formula": "C10H12N2O2", "method": "ωB97M-V with the def2-TZVPD basis set", "symbols": ["O", "O", "N", "N", "C", "C", "C", "C", "C", "C", "C", "C", "C", "C", "H", "H", "H", "H", "H", "H", "H", "H", "H", "H", "H", "H"], "xyz": [[1.580, 1.500, 1.457], [-1.912, 1.270, -0.333], [0.170, 0.312, -0.981], [0.446, 1.115, -1.994], [-0.640, -2.699, 2.434], [-0.900, -0.374, 1.015], [-1.993, -1.088, 1.372], [-0.134, 2.427, -2.036], [0.407, -0.686, 1.514], [1.434, 0.544, -2.995], [-0.927, 0.510, -0.198], [1.493, 0.190, 1.256], [0.490, -1.935, 2.106], [-1.889, -2.270, 2.116], [2.450, -0.131, 1.401], [-3.004, -1.028, 0.947], [-0.704, 2.656, -3.085], [-0.368, -3.697, 2.867], [-2.698, -2.942, 2.351], [2.133, 1.382, -3.209], [1.499, -2.400, 2.295], [-0.987, 2.421, -1.413], [0.699, 3.181, -1.921], [0.675, 1.722, 1.281], [1.908, -0.168, -2.524], [0.772, 0.185, -3.722]], "nbo_charge": [-0.62, -0.64, -0.32, -0.11, -0.22, -0.12, -0.17, -0.48, -0.12, -0.38, 0.54, 0.21, -0.18, -0.22, 0.16, 0.23, 0.20, 0.22, 0.22, 0.20, 0.21, 0.28, 0.20, 0.48, 0.21, 0.21], "homo_ev": [-6.730, -7.834], "orbital_gap_ev": [6.2, 7.9], "spin_multiplicity": 1, "total_charge": 0, "e_lumo_ev": [-0.557, 0.098]}

***

#B
{"formula": "C10H12N2O2", "method": "ωB97M-V with the def2-TZVPD basis set", "symbols": ["O", "O", "N", "N", "C", "C", "C", "C", "C", "C", "C", "C", "C", "C", "H", "H", "H", "H", "H", "H", "H", "H", "H", "H", "H", "H"], "xyz": [[-1.211, 0.839, -1.675], [-0.701, -0.743, -3.085], [0.430, -0.834, 0.983], [0.249, 0.300, 0.188], [0.923, 1.401, 0.435], [-0.457, -1.785, 0.649], [1.736, 1.522, 1.601], [1.984, 0.419, 2.318], [0.594, 2.607, -0.315], [-2.312, -2.097, -0.975], [1.585, -0.937, 1.859], [-1.137, 0.337, -2.869], [-1.268, -1.314, -0.355], [-0.809, -0.009, -0.663], [-0.415, 3.014, -0.029], [-1.622, 1.066, -3.578], [-2.046, -2.423, -1.995], [2.397, 0.499, 3.294], [-0.495, -2.634, 1.353], [-3.294, -1.583, -1.004], [0.801, 2.436, -1.348], [2.132, 2.526, 1.815], [1.259, 3.404, 0.050], [-2.295, -3.125, -0.451], [2.463, -1.293, 1.110], [1.512, -1.593, 2.690]], "nbo_charge": [-0.47, -0.57, -0.15, -0.06, -0.05, -0.06, -0.19, -0.32, -0.62, -0.64, -0.23, 0.65, -0.12, 0.33, 0.20, 0.13, 0.24, 0.21, 0.23, 0.22, 0.21, 0.22, 0.22, 0.22, 0.15, 0.23], "homo_ev": [-5.717, -5.716], "orbital_gap_ev": [6.6, 6.6], "spin_multiplicity": 1, "total_charge": 0, "e_lumo_ev": [0.848, 0.848]}

***

Ranked by calculated energy, most stable first: #B, #A.